No. 1
Here is a gas-phase ion, C7H5ClN3O2 (charge +1) from the Open Molecules 2025 dataset. Energies are from ωB97M-V/def2-TZVPD.

For the LUMO energy, the calculation gives -5.712 eV. Its charge is +1. The calculation puts the frontier orbital gap at 7.75 eV. For the HOMO energy, the calculation gives -13.5 eV.

Positions of all 18 atoms, in Å:
C 1.734 -2.253 0.004
C 1.989 -0.918 0.013
C -0.223 -1.225 -0.010
C -0.585 1.808 0.002
C -1.963 1.394 0.008
C 0.556 1.083 0.003
C -2.475 0.192 0.010
N 0.742 -0.276 0.005
N 0.362 -2.400 -0.010
N -3.469 -0.758 0.018
O -3.317 -1.932 0.009
O -4.487 -0.077 0.032
Cl 3.455 -0.068 0.030
H 2.403 -3.089 0.009
H -0.453 2.880 -0.002
H -2.668 2.234 0.010
H 1.496 1.627 0.003
H -0.133 -3.282 -0.027

Here are the Löwdin charges for atoms 1 to 2, given in e: number 1, C, carries -0.039; number 2, C, carries -0.643

---

No. 2
Here is 2 unconnected molecules or ions with the total composition C2H4NO4 from the Open Molecules 2025 dataset. Energies are from ωB97M-V/def2-TZVPD.

For the LUMO energy (spin up / spin down), the calculation gives 4.120 / 4.120 eV. Its charge is -1. The calculation puts the frontier orbital gap (spin up / spin down) at 7.09 / 7.09 eV. For the HOMO energy (spin up / spin down), the calculation gives -3.0 / -3.0 eV.

Positions of all 11 atoms, in Å:
C -1.231 0.339 0.460
C -0.457 -0.859 0.285
N 1.976 0.105 -0.032
O -1.456 0.971 -0.703
O -1.792 0.787 1.413
O -0.011 -1.098 -0.875
O 1.062 0.315 0.931
H -0.493 -1.574 1.079
H 2.063 1.042 -0.441
H 1.399 -0.483 -0.723
H -1.061 0.455 -1.393

Here are the Löwdin charges for atoms 1 to 2, given in e: number 1, C, carries -0.589; number 2, C, carries -0.269

---

No. 3
Here is a molecular structure, C9H15N5 from the Open Molecules 2025 dataset. Energies are from ωB97M-V/def2-TZVPD.

For the LUMO energy (spin up / spin down), the calculation gives -9.852 / -9.853 eV. Its charge is +2. The calculation puts the frontier orbital gap (spin up / spin down) at 7.62 / 7.62 eV. For the HOMO energy (spin up / spin down), the calculation gives -17.5 / -17.5 eV.

Positions of all 29 atoms, in Å:
C -1.550 -1.675 -0.357
C -0.666 -0.811 0.078
C 1.223 -1.318 0.111
C 0.367 1.442 0.028
C -2.980 -1.253 -0.436
C -3.243 0.029 0.346
C -2.179 1.091 0.066
C -0.783 0.590 0.519
C 4.276 0.491 -0.103
N 1.609 1.030 -0.127
N 3.299 -0.484 0.013
N 2.057 -0.203 0.016
N 0.159 2.716 -0.215
N 1.670 -2.509 0.180
H -1.306 -2.669 -0.694
H -3.218 -1.123 -1.498
H -3.617 -2.065 -0.079
H -4.220 0.426 0.071
H -3.269 -0.194 1.414
H -2.155 1.307 -1.003
H -2.443 1.998 0.610
H -0.738 0.628 1.620
H 4.945 0.184 -0.920
H 4.934 0.408 0.776
H 3.913 1.510 -0.234
H -0.746 3.149 -0.099
H 0.930 3.304 -0.508
H 1.052 -3.314 0.255
H 2.680 -2.685 0.172

Here are the Löwdin charges for atoms 1 to 2, given in e: number 1, C, carries -0.013; number 2, C, carries 0.019

---

No. 4
Here is 2 unconnected molecules or ions with the total composition CH2N3O from the Open Molecules 2025 dataset. Energies are from ωB97M-V/def2-TZVPD.

For the LUMO energy, the calculation gives -6.018 eV. Its charge is +1. The calculation puts the frontier orbital gap at 12.68 eV. For the HOMO energy, the calculation gives -18.7 eV.

Positions of all 7 atoms, in Å:
C -1.048 1.036 0.202
N -3.699 -1.023 -0.300
N -2.740 -0.510 -0.169
N -0.189 0.423 -0.465
O -1.541 1.891 0.749
H 0.249 0.790 -1.360
H 0.198 -0.482 -0.016

Here are the Löwdin charges for atoms 1 to 2, given in e: number 1, C, carries -0.276; number 2, N, carries 0.161

---

No. 5
Here is a gas-phase ion, C7H13N3 (charge +2) from the Open Molecules 2025 dataset. Energies are from ωB97M-V/def2-TZVPD.

For the LUMO energy (spin up / spin down), the calculation gives -8.526 / -11.751 eV. Its charge is +2. The calculation puts the frontier orbital gap (spin up / spin down) at 8.89 / 7.64 eV. For the HOMO energy (spin up / spin down), the calculation gives -17.4 / -19.4 eV. The multiplicity is 3.

Positions of all 23 atoms, in Å:
C 1.047 1.191 -0.027
C 1.181 -1.161 0.280
C -0.360 1.273 0.098
C -0.965 -0.216 0.055
C -2.034 -0.390 1.120
C -1.791 -0.354 -1.253
C 3.146 0.091 -0.173
N -0.922 2.379 0.101
N -0.100 -1.293 0.193
N 1.734 0.040 0.043
H 1.650 2.083 -0.114
H 1.793 -2.147 0.341
H -2.238 -1.393 1.195
H -2.968 0.137 0.955
H -1.719 -0.045 2.103
H -2.382 -1.238 -1.112
H -1.139 -0.469 -2.041
H -2.455 0.572 -1.523
H 3.588 0.374 -1.178
H 3.495 -0.927 -0.106
H 3.683 0.802 0.528
H -1.705 2.983 0.132
H -0.540 -2.295 0.382

Here are the Löwdin charges for atoms 1 to 2, given in e: number 1, C, carries 0.092; number 2, C, carries 0.032

---

No. 6
Here is a single C8H11P molecule from the Open Molecules 2025 dataset. Energies are from ωB97M-V/def2-TZVPD.

For the LUMO energy, the calculation gives 0.215 eV. Its charge is 0. The calculation puts the frontier orbital gap at 8.85 eV. For the HOMO energy, the calculation gives -8.6 eV. The SMILES is CC(C)c1ccccp1.

Positions of all 20 atoms, in Å:
C -1.807 1.553 -0.698
C -0.515 0.984 -0.676
C -2.867 1.048 0.029
C -2.816 -0.133 0.734
C -0.165 -0.084 0.128
C 1.707 -1.102 -1.077
C 2.228 -0.055 1.143
C 1.165 -0.797 0.318
P -1.437 -1.184 0.872
H -1.918 2.317 -1.387
H 0.312 1.344 -1.280
H -3.906 1.387 0.088
H -3.851 -0.383 1.020
H 1.630 -0.147 -1.725
H 1.056 -1.962 -1.580
H 2.823 -1.324 -0.910
H 2.240 0.872 0.752
H 3.152 -0.570 1.166
H 1.917 -0.104 2.209
H 1.051 -1.658 0.876

Here are the Löwdin charges for atoms 1 to 2, given in e: number 1, C, carries -0.094; number 2, C, carries -0.107

---

No. 7
Here is a single C4H3ClO molecule from the Open Molecules 2025 dataset. Energies are from ωB97M-V/def2-TZVPD.

For the LUMO energy, the calculation gives 1.007 eV. Its charge is 0. The calculation puts the frontier orbital gap at 10.21 eV. For the HOMO energy, the calculation gives -9.2 eV. The SMILES is Clc1ccoc1.

Positions of all 9 atoms, in Å:
C -0.870 0.179 0.123
C -0.019 -0.964 0.140
C 1.215 -0.574 -0.203
C -0.096 1.235 0.100
H -0.578 -1.858 0.412
H 2.218 -1.074 -0.432
H -0.435 2.202 0.149
O 1.144 0.788 -0.145
Cl -2.580 0.066 -0.145

Here are the Löwdin charges for atoms 1 to 2, given in e: number 1, C, carries -0.695; number 2, C, carries -0.102

---

No. 8
Here is 7 unconnected molecules or ions with the total composition C34H51BrIN7O16S from the Open Molecules 2025 dataset. Energies are from ωB97M-V/def2-TZVPD.

For the LUMO energy, the calculation gives -0.461 eV. Its charge is 0. The calculation puts the frontier orbital gap at 8.16 eV. For the HOMO energy, the calculation gives -8.6 eV. The SMILES is CCOC(=O)CCCc1c(CCCI)c(Br)c2c(c1CCCS)C(=O)N(CCc1ccccc1)C2=O.C[N+](=O)[O-].C[N+](=O)[O-].C[N+](=O)[O-].C[N+](=O)[O-].C[N+](=O)[O-].C[N+](=O)[O-].

Positions of all 111 atoms, in Å:
C -0.819 6.377 3.430
C 0.224 5.576 2.662
O 0.322 4.257 3.215
C -0.024 3.223 2.421
O 0.085 3.234 1.221
C -0.563 2.062 3.203
C -2.093 2.147 3.385
C -2.864 1.102 2.575
C -2.582 1.042 1.083
C -3.004 2.139 0.282
C -3.701 3.337 0.876
C -2.876 4.639 0.845
C -3.736 5.865 0.593
I -5.146 6.175 2.179
C -2.799 2.098 -1.095
Br -3.352 3.518 -2.219
C -2.240 0.979 -1.677
C -1.861 -0.091 -0.891
C -1.965 -0.086 0.496
C -1.437 -1.259 1.287
C 0.033 -1.624 0.989
C 0.979 -0.426 0.772
S 1.628 -0.257 -0.918
C -1.381 -1.161 -1.805
O -1.201 -2.338 -1.622
N -1.230 -0.565 -3.081
C -1.487 -1.378 -4.285
C -0.491 -1.045 -5.393
C 0.940 -1.258 -4.956
C 1.905 -0.309 -5.280
C 3.225 -0.483 -4.892
C 3.603 -1.601 -4.163
C 2.645 -2.546 -3.829
C 1.327 -2.378 -4.225
C -1.942 0.646 -3.106
O -2.263 1.254 -4.093
H -1.216 7.182 2.814
H -0.384 6.799 4.335
H -1.636 5.720 3.729
H -0.028 5.527 1.604
H 1.200 6.056 2.726
H -0.059 1.982 4.165
H -0.327 1.170 2.629
H -2.301 1.960 4.439
H -2.441 3.161 3.195
H -3.930 1.318 2.681
H -2.722 0.140 3.055
H -4.032 3.142 1.891
H -4.619 3.483 0.299
H -2.095 4.592 0.088
H -2.435 4.777 1.834
H -3.149 6.773 0.512
H -4.346 5.731 -0.296
H -2.065 -2.132 1.093
H -1.515 -1.062 2.351
H 0.407 -2.180 1.852
H 0.112 -2.298 0.144
H 0.521 0.531 1.007
H 1.841 -0.539 1.430
H 1.882 -1.552 -1.127
H -1.383 -2.438 -4.073
H -2.511 -1.219 -4.624
H -0.704 -1.698 -6.245
H -0.618 -0.019 -5.732
H 1.600 0.566 -5.842
H 3.967 0.261 -5.153
H 4.634 -1.732 -3.861
H 2.938 -3.414 -3.256
H 0.610 -3.134 -3.930
C 5.106 -2.575 0.993
N 3.893 -2.854 0.184
O 2.870 -3.160 0.770
O 3.979 -2.753 -1.019
H 4.853 -2.705 2.039
H 5.867 -3.283 0.678
H 5.413 -1.554 0.785
C 1.896 -4.218 4.548
N 3.157 -3.451 4.363
O 3.079 -2.301 3.988
O 4.197 -4.030 4.604
H 1.066 -3.570 4.295
H 1.947 -5.081 3.893
H 1.860 -4.528 5.588
C 3.317 -6.451 0.079
N 4.532 -6.629 0.922
O 5.474 -5.889 0.720
O 4.500 -7.506 1.755
H 3.496 -5.635 -0.611
H 3.148 -7.385 -0.449
H 2.490 -6.228 0.744
C -4.816 -1.559 -2.659
N -6.008 -1.020 -1.946
O -6.108 -1.249 -0.758
O -6.798 -0.386 -2.609
H -4.196 -2.099 -1.952
H -5.188 -2.215 -3.440
H -4.294 -0.702 -3.076
C 4.922 -1.641 7.220
N 3.641 -0.974 7.573
O 3.601 0.236 7.555
O 2.709 -1.703 7.853
H 5.656 -0.880 6.985
H 5.226 -2.239 8.074
H 4.734 -2.279 6.360
C -2.004 3.283 -7.036
N -0.792 3.032 -7.862
O -0.643 3.687 -8.870
O -0.026 2.178 -7.463
H -2.586 4.062 -7.513
H -2.559 2.352 -6.974
H -1.666 3.583 -6.048

Here are the Löwdin charges for atoms 1 to 2, given in e: number 1, C, carries -0.061; number 2, C, carries -0.213

---

Calculated largest force on an atom, 3.76, 2.87, 5.45, 4.24, 6.09, 3.82, 3.33, 1.85 eV/A (same order as the records).